# 1
{
  "formula": "C4H12S2",
  "method": "ωB97M-V with the def2-TZVPD basis set",
  "largest_force_ev_per_a": 1.94,
  "smiles": "CCS.CCS",
  "energy_ha": -955.9386,
  "charge": 0,
  "species": ["C", "C", "S", "H", "H", "H", "H", "H", "H", "C", "C", "S", "H", "H", "H", "H", "H", "H"],
  "coordinates": [[1.39, -0.57, -1.58], [-0.09, -0.54, -1.79], [1.99, -2.20, -0.99], [1.99, -0.47, -2.49], [1.79, 0.17, -0.88], [-0.60, 0.28, -1.30], [1.12, -2.18, 0.10], [-0.61, -1.41, -1.37], [-0.51, -0.65, -2.80], [-1.69, 2.01, 1.62], [-2.48, 1.78, 0.33], [-0.31, 0.82, 1.73], [-1.38, 3.05, 1.65], [-2.26, 1.79, 2.52], [-3.37, 2.42, 0.33], [-0.98, -0.35, 1.70], [-2.80, 0.75, 0.21], [-1.92, 2.21, -0.49]]
}

=====

# 2
{
  "formula": "C4H12Si2",
  "method": "ωB97M-V with the def2-TZVPD basis set",
  "largest_force_ev_per_a": 3.60,
  "energy_ha": -738.3986,
  "charge": 0,
  "species": ["C", "C", "C", "C", "Si", "Si", "H", "H", "H", "H", "H", "H", "H", "H", "H", "H", "H", "H"],
  "coordinates": [[-0.78, -0.79, 0.82], [1.65, 0.83, -0.06], [-2.29, -0.90, 0.99], [2.06, 1.72, -1.19], [0.18, -1.79, -0.44], [-0.18, 0.98, 0.34], [-0.28, -1.26, 1.77], [2.31, 0.29, 0.64], [-2.58, -0.60, 2.07], [-2.55, -1.92, 1.10], [-2.93, -0.44, 0.17], [2.81, 2.41, -0.87], [1.32, 2.33, -1.52], [2.33, 1.01, -2.00], [0.55, -3.31, 0.06], [0.20, -1.67, -2.00], [-0.60, 1.25, -0.98], [-1.22, 1.85, 1.08]]
}

=====

# 3
{
  "formula": "C4H13AuN3Se4",
  "method": "ωB97M-V with the def2-TZVPD basis set",
  "spin_multiplicity": 3,
  "largest_force_ev_per_a": 0.42,
  "energy_ha": -10065.6905,
  "charge": 1,
  "species": ["Au", "N", "C", "C", "N", "C", "C", "N", "H", "H", "H", "H", "H", "H", "H", "H", "H", "H", "H", "H", "H", "Se", "Se", "Se", "Se"],
  "coordinates": [[-0.48, -1.20, -0.75], [1.79, -0.80, -1.13], [2.12, 0.58, -0.68], [1.02, 1.56, -1.06], [-0.32, 1.17, -0.58], [-0.70, 1.63, 0.77], [-0.22, 0.75, 1.92], [-0.69, -0.64, 1.76], [2.38, -1.47, -0.66], [1.95, -0.91, -2.12], [3.05, 0.92, -1.12], [2.26, 0.54, 0.40], [0.97, 1.62, -2.15], [1.29, 2.55, -0.69], [-1.01, 1.52, -1.24], [-1.79, 1.66, 0.79], [-0.35, 2.65, 0.94], [-0.56, 1.21, 2.84], [0.87, 0.73, 1.96], [-1.68, -0.72, 1.98], [-0.20, -1.27, 2.38], [-2.94, -1.00, -1.35], [-3.81, -2.73, -0.21], [-2.51, -4.55, -1.02], [-0.42, -3.80, -0.98]]
}

=====

# 4
{
  "formula": "C4H13CdINO2",
  "method": "ωB97M-V with the def2-TZVPD basis set",
  "spin_multiplicity": 2,
  "largest_force_ev_per_a": 2.26,
  "energy_ha": -830.0921,
  "charge": 2,
  "species": ["Cd", "I", "C", "C", "C", "O", "C", "N", "H", "H", "H", "H", "H", "H", "H", "H", "H", "H", "H", "O", "H", "H"],
  "coordinates": [[4.13, -2.89, 4.01], [1.69, -2.86, 2.84], [1.49, -0.37, -0.74], [0.03, -0.09, -0.31], [-0.79, 0.62, -1.42], [-0.72, 2.09, -1.28], [-1.17, 2.78, -2.42], [-0.55, -1.31, 0.15], [1.85, 0.40, -1.43], [1.60, -1.34, -1.23], [2.21, -0.27, 0.07], [0.17, 0.62, 0.50], [-1.84, 0.32, -1.40], [-0.46, 0.24, -2.38], [-1.30, 3.83, -2.19], [-2.09, 2.30, -2.76], [-0.34, 2.77, -3.14], [-1.39, -1.05, 0.65], [0.06, -1.71, 0.85], [-1.10, -1.17, 3.63], [-0.32, -1.68, 3.40], [-1.16, -1.24, 4.59]]
}

=====

# 5
{
  "formula": "C4H13N",
  "method": "ωB97M-V with the def2-TZVPD basis set",
  "largest_force_ev_per_a": 1.19,
  "energy_ha": -214.7768,
  "charge": 0,
  "species": ["C", "C", "C", "H", "H", "H", "H", "H", "H", "H", "H", "C", "N", "H", "H", "H", "H", "H"],
  "coordinates": [[1.63, 0.88, -0.18], [1.12, -1.35, -0.75], [0.84, 1.61, 0.69], [1.60, 1.10, -1.24], [2.53, 0.41, 0.17], [-0.46, 0.52, 0.92], [1.14, 1.71, 1.73], [0.33, -1.92, -1.28], [1.52, -1.99, 0.05], [1.90, -1.22, -1.50], [0.23, 2.43, 0.30], [-2.25, -0.06, -0.12], [-1.06, -0.40, 0.67], [-1.25, -0.96, 1.49], [-0.20, -0.84, 0.04], [-2.72, -0.96, -0.51], [-1.94, 0.56, -0.96], [-2.97, 0.49, 0.48]]
}

=====

# 6
{
  "formula": "C4H13N",
  "method": "ωB97M-V with the def2-TZVPD basis set",
  "largest_force_ev_per_a": 4.29,
  "smiles": "CCC.CN",
  "energy_ha": -214.8902,
  "charge": 0,
  "species": ["C", "N", "H", "H", "H", "H", "H", "C", "C", "C", "H", "H", "H", "H", "H", "H", "H", "H"],
  "coordinates": [[0.50, 0.84, 2.23], [0.94, -0.39, 2.83], [-0.56, 1.08, 2.61], [1.07, 1.73, 2.54], [0.66, 0.81, 1.08], [0.34, -1.19, 2.84], [1.48, -0.25, 3.65], [-0.43, -1.52, -1.59], [-0.84, -0.09, -1.29], [0.07, 0.89, -1.84], [0.72, -1.67, -1.73], [-0.91, -2.08, -0.75], [-0.92, -1.91, -2.56], [-1.90, 0.02, -1.63], [-1.10, 0.24, -0.18], [-0.24, 1.92, -1.69], [0.04, 0.80, -3.00], [1.05, 0.76, -1.51]]
}

=====

# 7
{
  "formula": "C4H13N2",
  "method": "ωB97M-V with the def2-TZVPD basis set",
  "largest_force_ev_per_a": 5.69,
  "energy_ha": -269.2458,
  "charge": 1,
  "species": ["N", "C", "C", "N", "C", "C", "H", "H", "H", "H", "H", "H", "H", "H", "H", "H", "H", "H", "H"],
  "coordinates": [[-2.81, -0.41, 0.61], [-2.11, -0.05, -0.60], [-1.01, 0.93, -0.53], [1.53, -0.30, 0.55], [2.12, -1.35, -0.29], [2.12, 1.04, 0.36], [-2.23, -0.08, 1.40], [-3.73, 0.09, 0.71], [0.51, -0.14, 0.30], [-1.29, -0.64, -0.74], [-2.80, -0.12, -1.46], [-0.62, 1.22, -1.51], [-1.26, 1.87, 0.05], [1.55, -2.30, -0.12], [2.06, -1.07, -1.40], [3.20, -1.50, 0.01], [2.16, 1.37, -0.68], [1.54, 1.79, 0.85], [3.16, 1.09, 0.78]]
}

=====

# 8
{
  "formula": "C4H13N2",
  "method": "ωB97M-V with the def2-TZVPD basis set",
  "largest_force_ev_per_a": 4.43,
  "smiles": "CC[NH2+]CCN",
  "energy_ha": -269.4340,
  "charge": 1,
  "species": ["C", "N", "C", "N", "C", "C", "H", "H", "H", "H", "H", "H", "H", "H", "H", "H", "H", "H", "H"],
  "coordinates": [[-1.96, -1.00, 0.22], [-1.05, -2.25, 0.34], [-0.97, 0.06, 0.71], [0.33, -0.03, -0.07], [1.34, 1.08, 0.23], [1.94, 1.58, -1.03], [-2.21, -0.92, -0.85], [-2.95, -1.01, 0.65], [-1.34, -2.94, -0.35], [-1.53, -2.75, 1.18], [-1.29, 1.15, 0.87], [-0.65, -0.15, 1.72], [0.70, -0.99, -0.08], [0.18, 0.09, -1.09], [2.08, 0.64, 0.93], [0.81, 1.87, 0.79], [2.58, 0.99, -1.78], [1.24, 2.20, -1.56], [2.74, 2.37, -0.82]]
}

=====

# 9
{
  "formula": "C4H13N2",
  "method": "ωB97M-V with the def2-TZVPD basis set",
  "largest_force_ev_per_a": 2.29,
  "smiles": "C[C@H]([NH3+])CCN",
  "energy_ha": -269.4705,
  "charge": 1,
  "species": ["C", "C", "C", "C", "N", "N", "H", "H", "H", "H", "H", "H", "H", "H", "H", "H", "H", "H", "H"],
  "coordinates": [[-0.90, 1.90, 0.94], [0.09, 0.85, 0.36], [-0.29, -0.55, 0.81], [0.52, -1.73, 0.20], [0.95, -1.72, -1.26], [-0.01, 0.96, -1.14], [-1.90, 1.47, 0.83], [-0.99, 2.82, 0.36], [-0.69, 2.03, 2.00], [1.08, 1.17, 0.69], [-0.04, -0.55, 1.87], [-1.34, -0.77, 0.64], [-0.09, -2.61, 0.38], [1.46, -1.80, 0.75], [0.35, -2.27, -1.85], [1.90, -2.05, -1.21], [0.25, 1.92, -1.38], [-0.96, 0.83, -1.48], [0.61, 0.08, -1.51]]
}

=====

# 10
{
  "formula": "C4H13N2O",
  "method": "ωB97M-V with the def2-TZVPD basis set",
  "largest_force_ev_per_a": 1.79,
  "energy_ha": -344.7365,
  "charge": 1,
  "species": ["C", "C", "C", "N", "C", "N", "H", "H", "H", "H", "H", "H", "H", "H", "H", "H", "H", "H", "H", "O"],
  "coordinates": [[-1.89, -0.67, 2.09], [-0.98, -1.21, 0.98], [0.00, -0.20, 0.41], [0.87, 0.58, -2.37], [-0.25, 0.97, -1.79], [-0.64, 0.65, -0.59], [-1.35, -0.10, 2.84], [-2.73, -0.07, 1.75], [-2.27, -1.53, 2.65], [-1.66, -1.58, 0.20], [-0.41, -2.04, 1.36], [0.87, -0.65, -0.05], [0.44, 0.37, 1.23], [0.83, 0.63, -3.38], [1.60, -0.03, -2.02], [-0.95, 1.56, -2.33], [-1.46, 1.12, -0.27], [3.87, 0.17, -0.18], [3.12, 1.49, -0.21], [2.99, 0.54, -0.32]]
}